[1]
The following is a DFT calculation (the ωB97M-V functional and the def2-TZVPD basis) of a gas-phase ion, C5H8NO (charge +1) at a distorted geometry.

Values from the calculation:
LUMO energy (eV): -5.71
Structure (SMILES): C=C(C)[N+](=C)C=O
E_HOMO (eV): -14.94
Calculated total energy (eV): -8842.4378
Maximum force (eV/Å): 3.6
Relative energy (zero: lowest compared OMol25 entry of this formula, charge and spin) (kcal per mole): 53.6
Orbital gap (eV): 9.24

The geometry in ORCA input format:
```
! wB97M-V def2-TZVPD RIJCOSX def2/J DEFGRID3
* xyz 1 1
C 1.195 -0.962 1.034
C -1.203 0.255 -1.313
C 1.234 0.331 -1.756
C 0.146 -0.270 0.653
C -0.888 0.404 1.575
N -0.076 0.016 -0.766
O 1.027 0.509 -2.884
H 1.783 -1.376 0.212
H 1.510 -1.127 2.065
H -2.109 0.079 -0.644
H -1.508 0.379 -2.356
H 2.042 0.298 -1.061
H -1.813 -0.145 1.824
H -1.168 1.316 1.054
H -0.171 0.293 2.363
*
```

These are the Löwdin partial charges, in e, on atoms 1 to 6: 0.121 0.174 -0.061 -0.322 -0.001 0.000

---

[2]
The following is a DFT calculation (the ωB97M-V functional and the def2-TZVPD basis) of a molecular structure, C46H50BrCeF5I2N6O4S2 at a distorted geometry.

Values from the calculation:
LUMO energy (eV): -1.72
E_HOMO (eV): -7.82
Calculated total energy (eV): -200072.9628
Maximum force (eV/Å): 4.5
Orbital gap (eV): 6.09

The geometry in ORCA input format:
```
! wB97M-V def2-TZVPD RIJCOSX def2/J DEFGRID3
* xyz 0 1
Ce 0.461 1.152 -0.206
I 4.356 -6.600 -4.844
C 5.485 -5.176 -6.032
I 5.672 -5.627 -8.153
H 6.499 -5.092 -5.686
H 4.925 -4.147 -5.944
O -1.606 3.814 -6.984
C -2.632 4.033 -6.141
O -3.815 3.950 -6.523
C -2.208 4.166 -4.691
C -1.322 5.131 -4.276
C -0.729 5.018 -3.064
C -1.028 3.977 -2.226
C -1.985 3.025 -2.637
C -2.627 3.150 -3.855
N -0.294 3.668 -1.031
C -0.120 4.563 -0.101
C 0.230 4.406 1.294
C 0.671 5.392 2.108
C 1.098 5.114 3.407
C 1.105 3.792 3.768
C 0.806 2.764 2.841
N 0.283 3.017 1.669
H -0.800 3.740 -6.461
H -0.998 5.959 -4.887
H 0.087 5.714 -2.755
H -2.155 2.108 -2.082
H -3.293 2.306 -4.129
H -0.311 5.674 -0.302
H 0.677 6.457 1.800
H 1.445 5.944 4.020
H 1.459 3.546 4.795
H 0.950 1.667 3.185
C -5.935 -2.082 3.840
C -4.535 -2.577 4.180
C -4.459 -4.138 3.884
C -4.303 -2.315 5.682
C -3.391 -1.822 3.463
C -3.592 -0.757 2.596
C -2.446 -0.212 2.063
Br -2.723 1.430 0.992
C -1.147 -0.655 2.187
O -0.131 -0.084 1.560
C -0.987 -1.776 3.038
C -2.092 -2.366 3.637
C 0.418 -2.408 3.271
C 0.762 -3.368 2.052
C 1.501 -1.428 3.598
C 0.404 -3.422 4.395
H -6.713 -2.595 4.362
H -6.138 -2.293 2.815
H -6.000 -0.995 3.945
H -5.303 -4.571 4.384
H -3.490 -4.531 4.327
H -4.405 -4.267 2.819
H -4.966 -2.930 6.265
H -4.459 -1.245 5.894
H -3.268 -2.535 5.940
H -4.632 -0.551 2.312
H -1.925 -3.207 4.249
H 0.768 -2.837 1.150
H -0.068 -4.043 1.923
H 1.618 -3.970 2.348
H 1.965 -1.059 2.707
H 2.223 -2.044 4.094
H 1.246 -0.528 4.244
H 0.006 -3.113 5.344
H 1.384 -3.855 4.512
H -0.213 -4.339 4.192
O -0.839 -2.531 -0.490
S -1.545 -1.510 -1.194
N -0.864 -0.211 -1.478
F 2.627 0.205 -2.843
C 1.726 1.306 -2.668
F 0.935 1.321 -3.769
C 2.712 2.416 -2.864
F 2.258 3.685 -2.646
F 3.185 2.391 -4.103
F 3.705 2.331 -2.050
C 4.506 4.167 2.889
C 4.330 2.865 3.318
C 3.686 1.924 2.490
C 3.284 2.311 1.250
C 3.347 3.616 0.844
C 4.008 4.512 1.679
N 2.564 1.272 0.432
C 3.301 0.200 0.012
C 4.636 0.135 -0.487
C 5.132 -1.048 -1.035
C 4.340 -2.232 -1.027
C 3.048 -2.229 -0.488
C 2.524 -1.040 -0.053
H 5.015 4.852 3.545
H 4.633 2.527 4.303
H 3.418 0.923 2.909
H 3.058 3.907 -0.151
H 3.986 5.571 1.356
H 5.214 1.010 -0.460
H 6.100 -1.099 -1.562
H 4.776 -3.122 -1.449
H 2.439 -3.144 -0.395
H 1.622 -1.023 0.460
C -4.374 -2.910 -3.135
N -3.124 -2.651 -3.815
C -1.918 -3.492 -3.872
C -0.845 -2.568 -4.460
N -1.535 -1.252 -4.507
C -2.839 -1.356 -4.148
S -3.939 -0.122 -4.162
H -4.530 -2.230 -2.289
H -4.327 -3.959 -2.687
H -5.176 -2.897 -3.830
H -2.112 -4.269 -4.535
H -1.755 -3.810 -2.819
H -0.595 -2.828 -5.446
H 0.021 -2.614 -3.844
H -1.077 -0.415 -4.869
*
```

These are the Löwdin partial charges, in e, on atoms 1 to 6: 1.015 0.611 -1.165 0.609 -0.066 0.008

---

[3]
The following is a DFT calculation (the ωB97M-V functional and the def2-TZVPD basis) of a molecular structure, C6H9NO at a distorted geometry.

Values from the calculation:
LUMO energy (eV): 0.88
E_HOMO (eV): -9.24
Calculated total energy (eV): -9899.7974
Maximum force (eV/Å): 5.6
Relative energy (zero: lowest compared OMol25 entry of this formula, charge and spin) (kcal per mole): 133.9
Orbital gap (eV): 10.12

The geometry in ORCA input format:
```
! wB97M-V def2-TZVPD RIJCOSX def2/J DEFGRID3
* xyz 0 1
C 0.385 1.690 1.076
C 0.169 0.602 -0.008
C -1.125 0.028 -0.526
C -0.659 -1.260 -1.037
C 0.080 -1.694 0.223
C 1.003 -0.569 -0.261
H -0.595 2.047 1.421
H 1.254 2.342 0.728
H 0.832 1.529 2.236
H -0.880 1.979 -0.751
H -2.010 0.123 0.078
H -1.142 -1.804 -1.735
H -0.436 -1.756 1.270
H 0.639 -2.731 0.278
H 2.165 -0.883 -0.095
N -0.353 1.251 -1.163
O 0.674 -0.896 -1.733
*
```

These are the Löwdin partial charges, in e, on atoms 1 to 6: -0.027 -0.507 -0.126 -0.205 -0.087 -0.211

---

[4]
The following is a DFT calculation (the ωB97M-V functional and the def2-TZVPD basis) of a molecular structure, C13H17BrCl4F3KLi2MgNO10S at a distorted geometry.

Values from the calculation:
LUMO energy (eV): -1.19
E_HOMO (eV): -3.46
Calculated total energy (eV): -197009.3730
Maximum force (eV/Å): 3.4
Orbital gap (eV): 2.27

The geometry in ORCA input format:
```
! wB97M-V def2-TZVPD RIJCOSX def2/J DEFGRID3
* xyz -1 1
C 1.497 -1.572 0.738
C 1.902 -0.239 0.163
C 3.012 -0.229 -0.679
C 3.521 0.923 -1.237
C 2.887 2.118 -0.957
C 1.783 2.120 -0.121
C 1.269 0.971 0.445
C 0.091 1.164 1.340
N -1.012 1.834 0.577
C -1.497 1.086 -0.564
C -2.557 1.794 -1.394
C -3.692 0.857 -1.849
O -3.918 -0.192 -0.952
S -2.221 2.198 1.663
O -1.496 2.322 2.849
O -3.352 1.346 1.542
F -2.693 3.663 1.242
H 0.581 -1.568 1.313
H 1.356 -2.295 -0.061
H 2.338 -1.942 1.323
H 3.532 -1.152 -0.892
H 4.396 0.871 -1.861
H 3.320 3.012 -1.400
H 1.263 3.045 0.129
H -0.232 0.261 1.855
H 0.401 1.856 2.156
H -1.855 0.090 -0.157
H -0.645 0.862 -1.269
H -2.966 2.660 -0.892
H -2.091 2.174 -2.305
H -3.537 0.430 -2.846
H -4.587 1.476 -1.931
H -4.588 0.012 -0.290
K 2.288 4.743 -0.842
C -1.870 -2.687 0.178
O -1.533 -2.662 1.347
O -1.000 -2.488 -0.878
O -3.052 -2.914 -0.279
C 0.758 -4.752 3.704
Cl 0.022 -5.565 2.411
Cl 2.505 -4.668 3.541
Cl 0.073 -3.097 3.936
H 0.539 -5.336 4.600
Li 0.287 -4.418 5.930
Mg -1.027 -0.862 -1.729
F 1.603 -7.502 2.956
O 3.732 1.612 -4.641
Cl 3.113 2.790 -5.206
O 2.896 2.610 -6.613
O 3.961 3.941 -4.971
O 1.842 3.016 -4.540
Li -1.830 -4.423 -1.317
Br -4.094 -0.370 3.201
F 0.579 3.076 3.532
*
```

These are the Löwdin partial charges, in e, on atoms 1 to 6: -0.036 -0.201 -0.034 -0.058 -0.154 -0.101